1.
ORCA calculation (the ωB97M-V functional and the def2-TZVPD basis) on the molecule C15H10N4O3S in a non-equilibrium geometry.

Calculated values
SMILES: Cc1ccc(N2C(=O)c3sc4nnc(C)c(=O)n4c3C2=O)cc1
E_HOMO: -0.32339 Ha
maximum force: 4.3 eV/Å
molecular weight: 326.3 g/mol
2S+1: 1
LUMO energy: -1.4 eV

Each line ends with the natural charge from an NBO analysis.
Positions of all 33 atoms, in Å:
1 O 0.484 0.060 3.648  -0.5535
2 O -2.520 -0.219 -1.941  -0.5285
3 O 1.152 0.034 0.846  -0.4629
4 N -3.505 -0.446 3.906  -0.3121
5 N -2.757 -0.230 5.038  -0.1887
6 S -3.865 -0.377 1.174  0.4838
7 C -0.767 -0.071 3.694  0.5865
8 C -1.805 -0.189 -0.935  0.6602
9 C 0.024 -0.091 0.456  0.6743
10 C -2.980 -0.349 2.712  0.2440
11 C -1.468 0.003 4.992  0.1434
12 C -2.274 -0.236 0.448  -0.2560
13 C -1.215 -0.165 1.252  0.0770
14 C 0.163 0.823 -3.074  -0.1761
15 C 1.640 -0.758 -1.992  -0.1290
16 C 1.017 0.861 -4.187  -0.2210
17 C 2.480 -0.753 -3.055  -0.2390
18 C 0.460 -0.013 -1.969  0.0794
19 C 2.198 0.111 -4.136  0.0072
20 N -1.583 -0.165 2.560  -0.4002
21 N -0.406 -0.075 -0.895  -0.4718
22 C -0.835 0.386 6.287  -0.6558
23 C 3.104 0.138 -5.351  -0.6319
24 H -0.810 1.331 -3.116  0.2293
25 H 1.867 -1.433 -1.161  0.2159
26 H 0.759 1.365 -5.126  0.2214
27 H 3.358 -1.372 -3.006  0.2188
28 H -0.775 -0.480 6.941  0.2416
29 H -1.390 1.188 6.802  0.2430
30 H 0.194 0.734 6.165  0.2459
31 H 3.849 -0.668 -5.283  0.2133
32 H 3.677 1.072 -5.438  0.2228
33 H 2.530 -0.016 -6.254  0.2186



2.
ORCA calculation (the ωB97M-V functional and the def2-TZVPD basis) on a structure of composition C15H11Cl5N3O6Re.

Calculated values
E_HOMO: -0.30548 Ha
energy above the lowest of the compared OMol25 structures with the same formula, charge and spin: 4.4 kcal per mole
maximum force: 0.3 eV/Å
molecular weight: 692.7 g/mol
2S+1: 1
LUMO energy: -1.0 eV

Each line ends with the natural charge from an NBO analysis.
Positions of all 41 atoms, in Å:
1 Re 0.541 -0.272 -1.083  1.5572
2 N 1.466 0.208 -3.048  -0.7934
3 C 1.560 -1.106 -3.728  -0.3250
4 C 2.045 -2.140 -2.715  0.6526
5 O 2.861 -2.982 -3.020  -0.5859
6 N 1.460 -2.012 -1.472  -0.6220
7 C 2.292 -2.426 -0.359  -0.3607
8 C 2.938 -1.138 0.176  0.7863
9 O 3.868 -1.075 0.919  -0.5461
10 O 2.292 -0.031 -0.289  -0.7143
11 H 2.370 0.667 -2.993  0.4065
12 H 0.821 0.830 -3.533  0.4156
13 H 0.563 -1.369 -4.083  0.2364
14 H 2.248 -1.099 -4.570  0.2255
15 H 1.696 -2.858 0.447  0.2358
16 H 3.058 -3.140 -0.655  0.2576
17 Cl 1.107 0.771 2.313  0.0213
18 C -0.148 -0.401 2.049  0.0290
19 C -0.378 -0.921 0.765  -0.4015
20 C -1.376 -1.910 0.714  0.0376
21 Cl -1.719 -2.709 -0.787  0.0372
22 C -2.135 -2.302 1.817  -0.1311
23 Cl -3.379 -3.480 1.666  0.0610
24 C -1.887 -1.728 3.059  -0.0806
25 Cl -2.819 -2.181 4.428  0.0633
26 C -0.874 -0.783 3.178  -0.1318
27 Cl -0.556 -0.081 4.717  0.0537
28 O 0.382 1.816 -0.794  -0.5729
29 N -0.471 2.368 0.075  0.0533
30 C -1.763 2.005 0.084  0.0396
31 C -2.624 2.585 0.990  -0.2144
32 C -2.154 3.554 1.862  -0.1443
33 C -0.822 3.932 1.798  -0.2266
34 C 0.010 3.314 0.893  0.0624
35 H -2.053 1.284 -0.667  0.2678
36 H -3.658 2.274 0.994  0.2445
37 H -2.820 4.015 2.578  0.2356
38 H -0.414 4.686 2.455  0.2430
39 H 1.065 3.507 0.782  0.2527
40 O -0.910 -0.145 -2.053  -0.1745
41 O -1.685 0.474 -2.909  -0.4504